1.
The following is a quantum chemistry calculation of C34H26F3N3O3PV as an isolated structure, from the OMol25 dataset.

The HOMO energy (alpha / beta) comes out at -10.86 / -10.91 eV. The total energy comes out at -89417.7754 eV. The relative energy (zero: lowest compared OMol25 entry of this formula, charge and spin) is 0.162 eV. Its net charge is +1. The calculation puts the orbital gap (alpha / beta) at 0.2715 / 0.2612 hartree. Its spin multiplicity is 2.

Each line ends with the Mulliken spin population.
Positions of all 71 atoms, in Å:
V: -0.06762 -0.03383 0.31427  1.09
O: 3.47607 0.35485 -1.22676  0.00
C: 2.62970 0.93613 -0.64725  0.00
O: 1.47969 0.25329 -0.24411  -0.04
C: 2.68114 2.37029 -0.23549  0.00
C: 3.95027 2.94216 -0.27584  0.00
C: 4.13993 4.26121 0.09764  0.00
C: 3.05578 5.02174 0.50916  0.00
C: 1.78717 4.46291 0.53903  0.00
C: 1.57613 3.13480 0.17050  0.00
P: -0.14738 2.51258 0.14935  0.00
C: -0.83559 3.16673 -1.39997  0.00
C: -2.21676 3.07039 -1.59175  0.00
C: -2.79452 3.52783 -2.76449  0.00
C: -1.99571 4.07170 -3.76446  0.00
C: -0.62487 4.16202 -3.58352  0.00
C: -0.04247 3.71296 -2.40315  0.00
C: -0.97294 3.45130 1.47261  0.00
C: -0.79689 3.01045 2.78597  0.01
C: -1.40610 3.67303 3.83981  0.00
C: -2.20924 4.77935 3.58984  0.00
C: -2.39001 5.22366 2.28872  0.00
C: -1.77643 4.56321 1.23138  0.00
H: 4.77944 2.33009 -0.60432  0.00
H: 5.13156 4.69365 0.06876  0.00
H: 3.19408 6.05495 0.80229  0.00
H: 0.94672 5.06884 0.85310  0.00
H: -2.84728 2.66282 -0.80786  0.00
H: -3.86682 3.46478 -2.89896  0.00
H: -2.44579 4.42826 -4.68192  0.00
H: -0.00229 4.58810 -4.35927  0.00
H: 1.02909 3.79361 -2.27274  0.00
H: -0.17273 2.14774 2.99085  0.01
H: -1.26390 3.32175 4.85412  0.00
H: -2.69694 5.29137 4.40918  0.00
H: -3.01194 6.08771 2.09171  0.00
H: -1.92364 4.92333 0.22046  0.00
C: -2.55180 -0.29942 -1.83592  -0.01
C: -1.72971 -0.09604 -0.63519  -0.07
O: -2.09247 0.04326 0.53678  -0.02
H: -3.60786 -0.11668 -1.64582  0.00
H: -2.39797 -1.33900 -2.13934  0.00
H: -2.17688 0.32860 -2.64240  0.00
F: 0.99993 -2.58252 0.46625  0.01
C: -0.07793 -2.01188 -0.13464  -0.01
F: -1.14969 -2.74297 0.27582  0.01
F: 0.05959 -2.28164 -1.45621  0.00
N: 1.15956 0.12464 7.27181  0.00
C: 0.80517 0.03727 8.60188  0.00
C: 1.46328 0.40386 9.77719  0.00
C: 0.78576 0.16917 10.95197  0.00
C: -0.49954 -0.41194 10.96604  0.00
C: -1.13895 -0.76595 9.80105  0.00
C: -0.46965 -0.53038 8.59510  0.00
N: -0.88047 -0.77504 7.29448  0.01
C: 0.10976 -0.37611 6.55012  0.00
C: 0.09049 -0.43663 5.08617  0.01
C: -1.06811 -0.84722 4.43306  -0.01
C: -1.11371 -0.84931 3.05946  0.04
N: -0.06767 -0.46629 2.29999  -0.06
C: 1.07485 -0.15148 2.93612  0.05
C: 1.19003 -0.10151 4.30334  -0.01
H: 2.02993 0.47684 6.91530  0.00
H: 2.45150 0.84500 9.77392  0.00
H: 1.25161 0.43474 11.89175  0.00
H: -0.98554 -0.58130 11.91754  0.00
H: -2.12372 -1.21438 9.80141  0.00
H: -1.92773 -1.15017 5.01462  0.00
H: -2.00680 -1.14882 2.53445  0.00
H: 1.92832 0.08537 2.31544  0.00
H: 2.14040 0.18087 4.73445  0.00

Cartesian forces (eV/Å) of the 2 atoms listed first:
-1.5 0.2 0.8
0.4 -0.3 -0.3

***

2.
The following is a quantum chemistry calculation of a 2-piece molecular cluster, C4H10NO3 overall, from the OMol25 dataset.

The HOMO energy comes out at -4.09 eV. The total energy comes out at -11944.4017 eV. The relative energy (zero: lowest compared OMol25 entry of this formula, charge and spin) is 0.995 eV. Its net charge is -1. The calculation puts the orbital gap at 0.2994 hartree.

Each line ends with the Mulliken charge.
Positions of all 18 atoms, in Å:
C: 1.57042 0.66646 1.03249  -0.76
N: 0.46237 -0.30835 0.91683  -0.62
C: -0.15425 -2.24990 -0.42919  -1.54
C: 0.20741 -0.73643 -0.47319  0.66
C: -1.01369 -0.00999 -1.10949  0.30
O: -0.95858 0.23930 -2.32900  -0.76
O: -1.92030 0.31847 -0.28879  -0.81
H: 1.19973 1.68098 1.14661  0.27
H: 2.26919 0.46296 0.22242  0.30
H: 2.12178 0.36423 1.93037  0.28
H: -0.43015 0.14322 1.13359  0.36
H: -0.88100 -2.49432 -1.21355  0.34
H: 0.69922 -2.90909 -0.57655  0.34
H: -0.65252 -2.47353 0.51579  0.34
H: 1.07622 -0.63299 -1.12525  0.31
H: -1.58116 2.14397 0.69004  0.35
H: -0.97323 2.86585 -0.50139  0.31
O: -1.04145 2.92917 0.45825  -0.68

Cartesian forces (eV/Å) of the 2 atoms listed first:
-0.4 -1.4 0.8
0.2 0.4 -0.8

***

3.
The following is a quantum chemistry calculation of one molecule with the formula C11H21N3O4, from the OMol25 dataset.

The HOMO energy comes out at -9.23 eV. The total energy comes out at -24407.9917 eV. The relative energy (zero: lowest compared OMol25 entry of this formula, charge and spin) is 2.232 eV. As for the SMILES: CC(C)C[C@H](NC(=O)[C@@H](N)CCC(N)=O)C(=O)O. The calculation puts the orbital gap at 0.3618 hartree.

Each line ends with the Mulliken charge.
Positions of all 39 atoms, in Å:
C: -1.44740 2.46021 -0.27260  -1.75
C: -2.71908 1.58106 -0.30299  0.97
C: -3.58078 1.63319 0.94302  -1.50
C: -2.63929 0.17844 -0.92942  -1.22
C: -2.31083 -0.93896 0.08447  -0.12
N: -1.21747 -0.41443 0.89625  0.12
C: 0.00560 -0.29023 0.26202  -0.32
O: 0.15765 0.16893 -0.87375  -0.59
C: 1.23911 -0.76192 1.06940  0.06
N: 0.92996 -1.89274 1.89522  -0.71
C: 2.54307 -1.11308 0.17925  -0.90
C: 3.20150 0.08789 -0.38216  -0.78
C: 4.81217 0.04671 -0.42818  0.42
N: 5.41263 1.18808 -0.84186  -0.34
O: 5.48970 -0.96729 -0.12519  -0.66
C: -1.88785 -2.14013 -0.69278  0.24
O: -0.77115 -2.62926 -0.63284  -0.52
O: -2.99234 -2.63338 -1.37862  -0.46
H: -1.79738 3.47635 -0.37044  0.55
H: -0.91539 2.42788 0.58899  0.38
H: -0.85982 2.21051 -1.17674  0.28
H: -3.45613 2.05181 -1.01676  0.38
H: -4.38890 0.90633 0.94427  0.32
H: -2.92312 1.36112 1.87232  0.20
H: -3.99879 2.65296 1.04245  0.45
H: -3.64346 -0.02492 -1.39292  0.50
H: -1.99380 0.15799 -1.83641  0.29
H: -3.15382 -1.27316 0.60428  0.79
H: -1.11733 -0.84635 1.83443  0.40
H: 1.45043 0.09075 1.72310  0.44
H: 1.07257 -2.61756 1.19182  0.30
H: 1.63058 -2.04198 2.69785  0.30
H: 3.17328 -1.77118 0.68860  0.61
H: 2.11294 -1.63942 -0.69540  0.31
H: 2.95556 1.05974 0.15284  0.31
H: 3.05439 0.33572 -1.41719  0.40
H: 4.80345 1.98275 -1.04259  0.21
H: 6.41295 1.29470 -0.91403  0.24
H: -2.64339 -3.35713 -1.94769  0.39

Cartesian forces (eV/Å) of the 2 atoms listed first:
-2.4 -0.3 -3.4
-1.5 0.5 -1.5

***

4.
The following is a quantum chemistry calculation of a 8-piece molecular cluster, C28H56O12 overall, from the OMol25 dataset.

The HOMO energy comes out at -9.13 eV. The total energy comes out at -54514.5947 eV. The relative energy (zero: lowest compared OMol25 entry of this formula, charge and spin) is 0.000 eV. As for the SMILES: CCOC(C)=O.CCOC(C)=O.CCOC(C)=O.CCOC(C)=O.CC(C)=O.CC(C)=O.CC(C)=O.CC(C)=O. The calculation puts the orbital gap at 0.3521 hartree.

Each line ends with the Mulliken charge.
Positions of all 96 atoms, in Å:
C: -0.61666 20.15015 -10.85526  -1.29
C: 0.78167 19.57824 -10.83277  0.30
O: 0.93940 18.52622 -11.80134  -0.37
C: 2.17147 18.15879 -12.12614  0.73
C: 2.23350 17.22504 -13.26936  -0.52
O: 3.14062 18.46576 -11.45883  -0.63
H: -0.61353 21.24212 -10.78144  0.35
H: -1.21225 19.80931 -10.00862  0.34
H: -1.21618 20.01864 -11.75854  0.34
H: 1.50648 20.33373 -11.13773  -0.08
H: 0.98672 19.18639 -9.83922  0.27
H: 1.24858 16.81010 -13.45648  0.36
H: 3.01334 16.47319 -13.20322  0.21
H: 2.59032 17.88062 -14.07369  0.06
C: 6.08584 20.90030 -11.54512  -0.36
C: 5.02670 21.91780 -11.12342  0.31
O: 5.53955 22.94349 -10.29106  -0.40
C: 5.82401 24.11930 -10.88038  0.76
C: 6.34041 25.17880 -9.94194  -1.13
O: 5.71321 24.30131 -12.06132  -0.54
H: 6.24834 20.17908 -10.74571  0.32
H: 6.98774 21.38834 -11.90890  0.36
H: 5.67228 20.30647 -12.36332  -0.39
H: 4.51198 22.30154 -12.00606  -0.17
H: 4.26188 21.38524 -10.55479  0.23
H: 6.22162 24.89997 -8.89664  0.37
H: 5.89424 26.14839 -10.12657  0.30
H: 7.41442 25.18513 -10.14245  0.27
C: 4.36168 20.08391 -19.29168  -0.83
C: 5.84970 19.79089 -19.39041  -0.21
O: 6.57669 20.86878 -18.75780  -0.27
C: 7.89967 20.71905 -18.67910  0.81
C: 8.55014 22.00105 -18.15045  -0.83
O: 8.56572 19.80024 -19.06806  -0.65
H: 4.15314 20.53742 -18.32374  0.05
H: 3.82220 19.13746 -19.36085  0.22
H: 3.98269 20.67693 -20.12213  0.37
H: 6.04572 18.83194 -18.91723  0.22
H: 6.19210 19.81662 -20.42269  0.43
H: 9.33703 22.34715 -18.81433  0.41
H: 9.06211 21.71155 -17.22823  0.08
H: 7.79447 22.75957 -17.97104  0.24
C: 5.48214 13.62863 -15.35975  -1.45
C: 4.43115 14.71049 -15.59619  0.26
O: 4.40417 14.96676 -16.99516  -0.31
C: 3.69403 15.97532 -17.45083  0.85
C: 3.82025 16.16956 -18.93558  -0.88
O: 2.97255 16.67288 -16.77510  -0.59
H: 5.16361 12.66617 -15.75468  0.35
H: 5.64645 13.49355 -14.28893  0.41
H: 6.43921 13.94351 -15.77358  0.34
H: 3.46233 14.33073 -15.26828  0.32
H: 4.67341 15.58761 -14.99853  0.01
H: 3.68276 17.21287 -19.19398  -0.02
H: 3.19968 15.47454 -19.49603  0.35
H: 4.85366 15.90956 -19.19022  0.38
C: 7.06101 20.19760 -15.03652  -0.02
C: 6.17332 19.07590 -15.48064  0.56
C: 4.71434 19.13402 -15.09871  0.68
O: 6.55310 18.13982 -16.15973  -0.57
H: 7.31624 20.05812 -13.98611  0.42
H: 6.72516 21.18508 -15.34633  0.19
H: 8.02718 20.12669 -15.54662  -0.74
H: 4.23634 19.97922 -15.59019  0.01
H: 4.54828 19.25351 -14.02435  -0.13
H: 4.33941 18.16287 -15.41540  -0.54
C: 7.88610 26.15530 -13.89471  -0.69
C: 8.29453 25.13348 -14.93208  0.26
C: 7.80155 23.71631 -14.86926  0.79
O: 9.01702 25.47407 -15.84228  -0.59
H: 7.02373 26.67982 -14.31104  0.22
H: 8.67540 26.82407 -13.56479  0.40
H: 7.51283 25.68108 -12.98344  -0.03
H: 7.89620 23.28603 -15.85885  -0.59
H: 6.74949 23.72460 -14.56671  -0.05
H: 8.35673 23.23919 -14.05943  0.33
C: 11.45562 19.07545 -17.48247  -1.14
C: 10.55732 19.08126 -16.24075  1.07
C: 9.99850 17.75927 -15.77368  -1.04
O: 10.40302 20.12802 -15.65992  -0.57
H: 10.77299 19.13506 -18.33481  0.16
H: 11.95996 18.12465 -17.66860  0.42
H: 12.15874 19.89468 -17.38129  0.32
H: 10.66726 16.96151 -16.08076  0.44
H: 9.01374 17.57716 -16.21371  0.06
H: 9.83912 17.89564 -14.70378  0.33
C: 3.56418 24.46050 -14.43293  -0.84
C: 3.11705 23.01829 -14.51398  0.80
C: 1.65916 22.72676 -14.46389  -1.35
O: 3.91567 22.17146 -14.87085  -0.31
H: 4.53055 24.63084 -13.96852  -0.07
H: 2.80656 25.01954 -13.87248  0.40
H: 3.59649 24.94243 -15.41277  0.37
H: 1.41450 21.81134 -14.99713  0.32
H: 1.08362 23.56668 -14.84710  0.39
H: 1.42653 22.53082 -13.40915  0.27

Cartesian forces (eV/Å) of the 2 atoms listed first:
-0.9 0.7 0.0
0.3 0.2 -0.5